Formula: C14H28Br10O4Sr3
Source: OMol25
Level of theory: ωB97M-V with the def2-TZVPD basis set

```
59
Properties=species:S:1:pos:R:3:nbo_charge:R:1
Sr -2.916 -5.945 0.197 1.446
Sr -5.461 -1.553 -0.113 1.276
Sr -3.018 -0.243 -4.846 1.732
O -2.196 -2.299 0.893 -1.044
C -1.258 -1.188 0.781 -0.116
C -1.184 -0.373 -0.528 -0.105
O -2.485 0.069 -1.103 -1.036
H -0.270 -1.629 0.905 0.152
H -1.314 -0.609 1.703 0.143
H -0.674 -0.915 -1.324 0.128
H -0.524 0.479 -0.368 0.157
O -1.309 -5.099 -3.263 -0.616
C -0.285 -4.947 -4.219 -0.100
C -0.494 -3.961 -5.424 -0.085
O -1.818 -3.704 -5.864 -0.677
H 0.027 -5.833 -4.771 0.230
H 0.622 -4.627 -3.706 0.155
H 0.182 -4.236 -6.234 0.170
H -0.086 -2.995 -5.126 0.164
Br -5.146 2.676 2.258 -0.059
C -4.950 3.880 0.668 -0.405
C -5.803 5.050 0.850 -0.451
Br -7.654 4.393 0.950 -0.021
H -5.131 3.264 -0.212 0.213
H -3.918 4.213 0.785 0.242
H -5.697 5.754 0.025 0.246
H -5.581 5.492 1.821 0.243
Br 5.145 -0.269 -3.297 0.026
C 3.180 -0.079 -3.563 -0.447
C 2.997 0.845 -4.771 -0.405
Br 1.097 0.988 -5.278 -0.109
H 2.679 0.221 -2.642 0.230
H 2.802 -1.097 -3.660 0.224
H 3.541 0.418 -5.613 0.245
H 3.323 1.853 -4.513 0.246
Br 4.175 5.377 -2.425 -0.020
C 3.246 5.659 -0.739 -0.444
C 1.890 4.946 -0.880 -0.416
Br 0.821 5.206 0.792 -0.050
H 3.097 6.736 -0.654 0.236
H 3.989 5.219 -0.073 0.245
H 2.059 3.884 -1.054 0.223
H 1.229 5.446 -1.590 0.228
Br 4.036 -0.704 1.970 -0.038
C 3.062 0.567 3.116 -0.430
C 4.188 1.260 3.941 -0.459
Br 5.238 2.527 2.885 0.010
H 2.378 -0.098 3.643 0.233
H 2.534 1.320 2.532 0.224
H 4.853 0.446 4.230 0.229
H 3.800 1.725 4.847 0.231
Br 0.639 -2.946 6.838 -0.001
C -0.462 -4.203 5.677 -0.428
C -1.322 -5.193 6.378 -0.415
Br -2.251 -6.378 5.074 -0.065
H 0.208 -4.668 4.954 0.225
H -1.105 -3.544 5.094 0.217
H -2.076 -4.786 7.053 0.240
H -0.648 -5.790 6.992 0.236
```

Computed properties:
* relative energy (zero: lowest compared OMol25 entry of this formula, charge and spin): 313.4 kcal/mol
* net charge: +2
* energy: -26682.408289 Ha
* LUMO: -7.97 eV


Formula: C23H43B2F5O13
Source: OMol25
Level of theory: ωB97M-V with the def2-TZVPD basis set

```
86
Properties=species:S:1:pos:R:3:mulliken_charge:R:1
C -4.511 2.268 -1.430 -1.561
C -3.491 1.446 -0.613 -0.111
B -2.018 1.974 -0.689 0.245
O -1.662 2.910 -1.663 -0.549
C -0.747 1.632 0.259 -0.079
B 0.364 1.336 -0.846 0.123
O -0.105 0.406 -1.772 -0.690
C 1.802 1.915 -0.952 -0.393
C 2.801 0.742 -1.170 -1.069
O -0.619 2.890 1.018 -0.514
C -1.555 2.797 1.994 0.607
O -2.082 3.704 2.535 -0.580
O -1.824 1.486 2.268 -0.609
C -0.958 0.675 1.444 1.551
C -1.573 -0.658 1.000 -0.687
C -2.202 -1.517 2.092 0.359
O -3.068 -1.130 2.801 -0.520
O -1.701 -2.780 2.217 -0.515
C 0.364 0.408 2.291 0.632
F 0.763 -0.887 2.125 -0.353
F 1.396 1.183 1.863 -0.273
C 0.252 0.635 3.833 0.470
F -0.794 -0.011 4.329 -0.227
F 0.164 1.930 4.127 -0.242
F 1.339 0.165 4.442 -0.247
H -4.626 3.267 -1.003 0.409
H -4.177 2.338 -2.468 0.315
H -5.471 1.745 -1.398 0.331
H -3.509 0.416 -1.004 0.249
H -3.824 1.371 0.430 0.415
H -1.844 3.823 -1.397 0.332
H -0.133 0.739 -2.679 0.330
H 1.820 2.548 -1.853 0.465
H 2.091 2.529 -0.101 0.350
H 3.761 0.963 -0.702 0.231
H 2.431 -0.200 -0.744 0.285
H 2.954 0.550 -2.235 0.356
H -0.807 -1.211 0.450 0.622
H -2.381 -0.455 0.299 0.117
H -1.540 -3.157 1.339 0.389
C 9.576 3.526 3.388 -0.779
O 8.230 3.155 3.576 -0.294
C 7.302 3.935 2.846 -0.639
C 6.168 3.099 2.300 -0.172
O 6.525 2.240 1.231 -0.431
C 7.255 1.059 1.517 -0.341
C 6.458 -0.040 2.185 -0.440
O 6.186 0.280 3.533 -0.349
C 4.916 -0.114 4.005 -0.527
H 9.820 4.449 3.926 0.326
H 10.194 2.720 3.780 0.234
H 9.809 3.661 2.326 0.350
H 7.799 4.453 2.018 0.347
H 6.870 4.694 3.512 0.370
H 5.448 3.795 1.864 0.370
H 5.661 2.557 3.101 0.107
H 8.162 1.276 2.085 0.144
H 7.559 0.681 0.537 0.404
H 7.055 -0.961 2.143 0.380
H 5.528 -0.211 1.631 0.230
H 4.120 0.141 3.296 0.057
H 4.734 0.422 4.935 0.272
H 4.883 -1.190 4.206 0.413
C -3.564 -4.298 -6.005 -0.766
O -4.743 -3.809 -5.409 -0.286
C -5.763 -4.780 -5.253 -0.545
C -6.506 -4.614 -3.947 -0.309
O -5.767 -4.977 -2.794 -0.441
C -4.757 -4.103 -2.331 -0.440
C -5.264 -2.854 -1.647 0.012
O -5.808 -1.930 -2.570 -0.288
C -6.939 -1.235 -2.092 -0.797
H -3.688 -4.446 -7.084 0.323
H -2.784 -3.556 -5.842 0.224
H -3.249 -5.244 -5.551 0.347
H -5.345 -5.791 -5.304 0.342
H -6.489 -4.670 -6.070 0.376
H -7.341 -5.318 -3.970 0.387
H -6.923 -3.609 -3.860 0.127
H -4.044 -3.850 -3.120 0.185
H -4.222 -4.681 -1.572 0.365
H -4.413 -2.382 -1.131 -0.111
H -6.006 -3.130 -0.890 0.400
H -7.656 -1.910 -1.616 0.397
H -7.421 -0.762 -2.946 0.253
H -6.648 -0.460 -1.373 0.254
```

Computed properties:
* relative energy (zero: lowest compared OMol25 entry of this formula, charge and spin): 0.0 kcal/mol
* SMILES: CCB(O)C1(B(O)CC)OC(=O)O[C@]1(CC(=O)O)C(F)(F)C(F)(F)F.COCCOCCOC.COCCOCCOC
* net charge: 0
* energy: -2429.324985 Ha
* LUMO: -0.01 eV


Formula: C33H41Br3F2NO18
Source: OMol25
Level of theory: ωB97M-V with the def2-TZVPD basis set

```
98
Properties=species:S:1:pos:R:3:mulliken_charge:R:1
N 0.499 -0.694 -0.813 0.225
O -0.720 -0.721 -0.426 -0.480
O 1.163 0.394 -0.818 -0.360
O 0.981 -1.792 -1.186 -0.358
F -5.004 4.226 3.486 -0.338
C -4.218 3.289 2.861 0.471
C -4.374 1.916 3.109 -0.849
C -3.526 1.010 2.474 -0.029
C -2.498 1.419 1.638 -0.014
C -2.325 2.804 1.442 -0.403
C -3.180 3.773 2.033 -0.671
H -5.220 1.518 3.708 0.352
H -3.701 -0.051 2.636 0.425
H -1.829 0.661 1.103 0.030
H -1.478 3.213 0.960 0.533
H -2.961 4.846 1.997 0.430
F -2.245 -5.900 3.867 -0.356
C -1.780 -4.674 3.450 0.269
C -1.234 -4.613 2.150 -0.332
C -0.843 -3.384 1.757 0.556
C -1.025 -2.289 2.553 0.503
C -1.543 -2.370 3.812 -0.912
C -1.896 -3.632 4.336 -0.952
H -1.074 -5.463 1.518 0.438
H -0.398 -3.281 0.821 -0.380
H -0.730 -1.297 2.186 0.310
H -1.499 -1.456 4.363 0.494
H -2.403 -3.765 5.255 0.468
C -4.666 -1.734 0.529 -1.757
C -3.555 -1.552 -0.426 3.013
C -2.995 -2.898 -0.844 1.602
O -3.189 -2.942 -2.249 -0.301
C -3.994 -1.909 -2.680 0.536
O -4.487 -1.914 -3.735 -0.547
O -4.152 -1.054 -1.659 -0.473
H -5.328 -2.516 0.057 0.459
H -5.215 -0.806 0.597 0.439
H -4.350 -1.965 1.590 0.156
H -2.831 -0.849 -0.064 -1.743
H -3.577 -3.720 -0.447 0.285
H -1.940 -3.012 -0.553 -1.454
C -2.518 0.935 -3.802 -1.471
C -2.568 1.843 -2.578 0.906
C -1.219 2.123 -1.856 1.307
O -1.194 3.556 -1.697 -0.279
C -2.228 4.142 -2.389 0.433
O -2.482 5.314 -2.489 -0.602
O -2.943 3.195 -3.105 -0.449
H -3.519 0.729 -4.236 0.303
H -2.095 -0.002 -3.473 0.238
H -1.873 1.465 -4.547 0.405
H -3.288 1.564 -1.810 0.236
H -0.275 1.870 -2.401 -0.134
H -1.293 1.660 -0.854 -0.912
C 2.550 -0.327 2.691 -1.120
C 2.779 -1.802 2.572 0.581
C 3.128 -2.339 1.213 1.341
O 4.061 -3.446 1.514 -0.415
C 4.626 -3.130 2.786 0.476
O 5.516 -3.750 3.264 -0.527
O 3.967 -2.037 3.311 -0.457
H 3.303 0.222 2.128 0.274
H 2.748 -0.083 3.735 0.499
H 1.527 -0.071 2.316 0.071
H 1.907 -2.332 2.882 0.187
H 3.574 -1.650 0.515 -0.395
H 2.265 -2.808 0.698 -0.603
C 3.233 3.121 0.357 -1.163
C 2.445 4.193 -0.330 0.948
C 1.524 5.022 0.645 -0.276
O 2.250 6.325 0.693 -0.392
C 3.189 6.369 -0.254 0.537
O 3.869 7.352 -0.337 -0.583
O 3.269 5.216 -0.936 -0.391
H 3.949 2.742 -0.336 0.184
H 2.570 2.282 0.664 0.157
H 3.836 3.425 1.252 0.374
H 1.875 3.689 -1.101 0.004
H 1.602 4.623 1.685 0.301
H 0.516 5.187 0.302 0.256
C 3.555 -0.884 -3.913 -1.537
C 3.861 0.338 -3.057 1.166
C 4.414 0.021 -1.660 0.599
O 5.327 1.118 -1.456 -0.469
C 5.709 1.683 -2.664 0.636
O 6.654 2.372 -2.829 -0.546
O 4.885 1.231 -3.667 -0.428
H 4.429 -1.486 -4.157 0.397
H 3.122 -0.500 -4.866 0.351
H 2.769 -1.486 -3.434 0.267
H 2.868 0.842 -3.024 -0.162
H 5.034 -0.850 -1.459 0.323
H 3.511 0.003 -0.972 -0.596
C 0.050 -4.571 -1.975 1.151
Br 1.665 -5.067 -0.925 -0.093
Br -1.336 -5.890 -1.661 -0.110
Br 0.545 -4.498 -3.767 -0.050
H -0.312 -3.580 -1.593 -1.038
```

Computed properties:
* net charge: -1
* energy: -10612.960305 Ha
* LUMO: 1.67 eV


Formula: C6H11N2O5
Source: OMol25
Level of theory: ωB97M-V with the def2-TZVPD basis set

```
24
Properties=species:S:1:pos:R:3:nbo_charge:R:1
C 1.332 0.124 1.079 0.696
C -0.793 0.865 1.331 0.970
C 0.360 -1.057 1.174 -0.041
C 0.025 -1.716 -0.205 0.234
C 1.014 2.680 1.088 -0.435
C 0.168 -0.455 -2.481 -0.453
N 0.468 1.290 1.270 -0.433
N -0.206 -0.456 -1.077 -0.198
O 2.523 0.172 0.926 -0.456
O -1.882 1.642 1.361 -0.589
O -0.956 -0.426 1.500 -0.411
O -0.998 -2.643 -0.125 -0.723
O -1.571 -0.174 -1.084 -0.592
H 0.661 -1.902 1.865 0.273
H 0.990 -2.095 -0.536 0.198
H 1.696 2.772 0.191 0.255
H 0.117 3.428 0.977 0.266
H 1.698 2.633 1.963 0.251
H 1.290 -0.453 -2.497 0.222
H -0.233 -1.303 -3.192 0.194
H -0.246 0.477 -2.888 0.237
H -2.656 1.081 1.235 0.538
H -0.812 -3.631 -0.258 0.530
H -1.992 -0.852 -1.618 0.467
```

Computed properties:
* relative energy (zero: lowest compared OMol25 entry of this formula, charge and spin): 0.0 kcal/mol
* SMILES: CN(O)[C@H](O)[C@@H]1OC(O)=[N+](C)C1=O
* net charge: +1
* energy: -720.602389 Ha
* LUMO: -3.73 eV


Formula: C2H7OS2
Source: OMol25
Level of theory: ωB97M-V with the def2-TZVPD basis set

```
12
Properties=species:S:1:pos:R:3:nbo_charge:R:1
C 0.447 -1.549 2.191 0.266
O 0.577 -2.489 2.929 -0.563
H 1.100 -0.649 2.000 0.134
H 2.020 -4.488 -3.931 -0.015
H -0.719 -1.486 1.668 0.135
C -0.633 2.877 -0.571 -0.788
S -0.224 1.271 0.087 -0.061
S -1.988 0.971 1.148 -0.762
H -1.523 3.332 -0.044 0.234
H -1.049 2.526 -1.461 0.210
H 0.191 3.651 -0.549 0.197
H 1.803 -3.966 -3.468 0.015
```

Computed properties:
* relative energy (zero: lowest compared OMol25 entry of this formula, charge and spin): 61.0 kcal/mol
* net charge: -1
* energy: -951.963585 Ha
* LUMO: 3.59 eV